(1)
ORCA calculation (ωB97M-V with the def2-TZVPD basis set) on a 2-piece molecular cluster, C4ClF4I overall in a non-equilibrium geometry.

gap between HOMO and LUMO: 9.6 eV

Geometry as ORCA input:
```
! wB97M-V def2-TZVPD RIJCOSX def2/J DEFGRID3
* xyz 0 1
F 2.00890 -1.17385 -0.73078
C 0.71699 -0.92055 -0.58685
F 0.18804 -0.11673 -1.60607
C 0.09594 -1.43991 0.46385
F 0.82700 -2.17622 1.30703
F -1.11890 -1.19377 0.79294
Cl 0.82719 1.71235 1.08493
C -0.65494 2.26278 0.63206
C -1.53946 2.48290 -0.16972
I -3.25402 2.87473 -1.17255
*
```

Atomic partial charges in e from the Mulliken method, atoms 1 to 6: number 1, F, carries -0.212; number 2, C, carries 0.259; number 3, F, carries -0.202; number 4, C, carries 0.542; number 5, F, carries -0.212; number 6, F, carries -0.194

=====

(2)
ORCA calculation (ωB97M-V with the def2-TZVPD basis set) on a 2-piece molecular cluster, C4F3O2 overall in a non-equilibrium geometry.

gap between HOMO and LUMO: 7.9 eV

Geometry as ORCA input:
```
! wB97M-V def2-TZVPD RIJCOSX def2/J DEFGRID3
* xyz -1 1
C 0.32176 -0.02241 0.14190
C 1.05460 0.11178 1.13745
C -1.51211 1.15456 0.42370
C 0.15144 -0.50174 -1.15328
O 1.73983 0.20789 2.12412
O -2.25176 0.66098 1.16608
F -1.04952 -1.24639 -1.26902
F 0.04054 0.43169 -2.15477
F 1.19688 -1.28903 -1.63451
*
```

Atomic partial charges in e from the Mulliken method, atoms 1 to 6: number 1, C, carries -0.956; number 2, C, carries 1.015; number 3, C, carries -0.005; number 4, C, carries 0.755; number 5, O, carries -0.673; number 6, O, carries -0.268

=====

(3)
ORCA calculation (ωB97M-V with the def2-TZVPD basis set) on one molecule with the formula C4H10 in a non-equilibrium geometry.

gap between HOMO and LUMO: 11.4 eV

Geometry as ORCA input:
```
! wB97M-V def2-TZVPD RIJCOSX def2/J DEFGRID3
* xyz 0 1
C -0.90145 0.50143 -1.25465
C -0.05237 -0.62679 -0.79590
C 0.47204 -0.74682 0.57307
C 0.51216 0.67387 1.35808
H -0.57090 1.49959 -1.19469
H -1.21144 0.33934 -2.29008
H -1.72582 0.43507 -0.53380
H 0.81915 -0.59514 -1.55932
H -0.36219 -1.51674 -1.04061
H -0.17370 -1.54384 1.30534
H 1.41228 -1.15032 0.77429
H -0.34582 1.17429 1.27886
H 1.16270 1.09709 0.99574
H 0.96536 0.45898 2.38367
*
```

Atomic partial charges in e from the Mulliken method, atoms 1 to 6: number 1, C, carries -1.242; number 2, C, carries -0.379; number 3, C, carries -0.512; number 4, C, carries -1.565; number 5, H, carries 0.329; number 6, H, carries 0.354

=====

(4)
ORCA calculation (ωB97M-V with the def2-TZVPD basis set) on a 2-piece molecular cluster, C4H10 overall in a non-equilibrium geometry.

gap between HOMO and LUMO: 10.3 eV

Geometry as ORCA input:
```
! wB97M-V def2-TZVPD RIJCOSX def2/J DEFGRID3
* xyz 0 1
C -0.78329 -0.15944 -1.56359
C -0.18468 -0.78418 -0.55339
C 1.29386 -0.73629 -0.28765
H -1.85604 -0.22552 -1.71381
H -0.22024 0.50374 -2.21743
H -0.77641 -1.35555 0.16375
H 1.72286 -1.55018 -0.87374
H 1.56789 -0.89127 0.76255
H 1.74791 0.20447 -0.61906
C -0.49317 0.99402 1.39092
H 0.33675 1.69639 1.46702
H -1.44111 1.42561 1.69404
H -0.27685 0.11681 2.02091
H -0.63749 0.76138 0.32950
*
```

Atomic partial charges in e from the Mulliken method, atoms 1 to 6: number 1, C, carries -0.692; number 2, C, carries -0.252; number 3, C, carries -0.989; number 4, H, carries 0.284; number 5, H, carries 0.272; number 6, H, carries 0.402

=====

(5)
ORCA calculation (ωB97M-V with the def2-TZVPD basis set) on C4H10Ag2ClO2 as an isolated structure in a non-equilibrium geometry.

gap between HOMO and LUMO: 6.8 eV

Geometry as ORCA input:
```
! wB97M-V def2-TZVPD RIJCOSX def2/J DEFGRID3
* xyz 1 1
Ag -2.22833 5.02074 2.45917
Ag -0.62318 1.80440 1.89684
Cl -2.35080 3.37377 0.37960
C 0.90993 -3.23104 0.50255
O 0.90115 -1.95212 -0.11004
C -0.31462 -1.29536 0.02538
C -0.32351 -0.01647 -0.74873
O 0.63345 0.86595 -0.17199
C 0.87223 2.03190 -0.98745
H 0.89812 -3.08826 1.59167
H 1.83453 -3.71826 0.21150
H 0.04809 -3.85273 0.24251
H -0.55480 -1.12449 1.09816
H -1.15839 -1.92013 -0.30794
H -1.32838 0.42693 -0.78796
H -0.08048 -0.20917 -1.80027
H -0.05363 2.59243 -1.11511
H 1.29888 1.68067 -1.92676
H 1.61976 2.61125 -0.45113
*
```

Atomic partial charges in e from the Mulliken method, atoms 1 to 6: number 1, Ag, carries 0.675; number 2, Ag, carries 0.661; number 3, Cl, carries -0.481; number 4, C, carries -0.740; number 5, O, carries -0.324; number 6, C, carries -0.360

=====

(6)
ORCA calculation (ωB97M-V with the def2-TZVPD basis set) on one molecule with the formula C4H10Br2N2 in a non-equilibrium geometry.

gap between HOMO and LUMO (spin up / spin down): 7.2 / 7.2 eV

Geometry as ORCA input:
```
! wB97M-V def2-TZVPD RIJCOSX def2/J DEFGRID3
* xyz 0 1
C 0.18835 0.76341 -2.52547
C 0.20929 -0.62622 -1.69309
N 0.39275 -0.54569 -0.27534
Br 1.54302 -2.29893 0.54611
N -0.56146 -0.21512 0.42378
Br -2.49773 -0.99569 -0.27902
C -0.50349 -0.14867 1.84607
C 0.33231 1.01676 2.36402
H 0.31004 0.39504 -3.48763
H -0.87193 1.21701 -2.38766
H 1.01206 1.46900 -2.19038
H -0.63174 -1.22088 -1.97774
H 1.05012 -1.18570 -2.13982
H 0.03251 -1.06345 2.23928
H -1.51625 -0.22015 2.32572
H -0.29381 1.87299 2.39270
H 0.80595 0.70459 3.34493
H 1.00000 1.08170 1.47353
*
```

Atomic partial charges in e from the Mulliken method, atoms 1 to 6: number 1, C, carries -0.878; number 2, C, carries -0.483; number 3, N, carries -0.094; number 4, Br, carries -0.265; number 5, N, carries -0.009; number 6, Br, carries -0.208

=====

What did we get for ΔE to the lowest compared entry with this formula, charge and spin? Answer: 44.1; 0.0; 80.6; 41.0; 0.0; 49.0 kcal per mole, in the order shown.